Record 1
{"formula": "C27H51N2OP3SeTi", "method": "the ωB97M-V functional and the def2-TZVPD basis", "species": ["H", "H", "C", "C", "H", "H", "H", "H", "H", "H", "C", "C", "C", "C", "H", "H", "H", "C", "Se", "H", "H", "H", "H", "C", "C", "H", "C", "H", "H", "H", "C", "C", "C", "H", "C", "C", "H", "C", "H", "H", "Ti", "C", "C", "P", "H", "C", "H", "H", "P", "H", "H", "H", "H", "C", "H", "H", "H", "H", "C", "H", "H", "H", "H", "H", "H", "N", "H", "H", "H", "P", "H", "H", "H", "C", "H", "C", "H", "C", "C", "C", "C", "H", "O", "N", "H", "H"], "xyz": [[-3.213, -3.583, -5.657], [-5.291, -5.273, -0.304], [0.630, -3.947, -2.237], [-3.092, -4.838, -3.935], [-0.337, 2.222, 3.028], [-1.042, 3.021, 1.609], [0.402, 3.724, 2.397], [-3.499, 0.414, -2.390], [-5.610, -4.486, -2.581], [-2.341, -0.905, -2.712], [6.901, -0.279, 0.175], [5.439, 0.470, -1.613], [-1.267, -2.709, -0.686], [-3.106, -4.073, -1.567], [0.260, 0.493, 4.079], [-3.207, 2.348, -1.272], [7.738, 2.866, -0.838], [1.791, -1.172, 1.944], [4.034, 0.110, -2.874], [-0.857, -5.506, -2.545], [-2.871, 0.449, 2.327], [2.765, 3.125, 2.081], [-1.996, -2.210, -0.036], [-0.632, -4.523, -2.137], [-0.102, 2.788, 2.120], [7.202, -1.051, 0.885], [-1.635, -3.787, -1.493], [2.556, -2.290, 0.259], [1.583, -2.123, 2.444], [0.328, -1.193, 4.659], [-2.423, 2.138, -0.530], [1.280, 3.075, -0.325], [-0.640, 1.332, -2.624], [-3.305, -1.269, 2.043], [2.640, 2.051, 1.866], [-2.776, -0.272, -1.926], [2.686, 1.492, 2.810], [0.867, -2.712, -1.639], [-2.907, 1.904, 0.427], [5.804, 2.445, -2.375], [0.436, -0.555, 0.567], [-0.321, -0.431, 4.205], [-4.969, -5.371, -2.425], [1.024, 1.851, 1.018], [-5.133, -6.072, -3.251], [-1.009, -2.839, 2.819], [-3.310, -0.922, -1.224], [-3.616, -5.630, -4.485], [-1.446, 0.688, -1.099], [5.283, -1.466, -0.645], [-1.165, -0.228, 4.880], [0.335, 3.380, -0.791], [-2.023, -5.065, -3.974], [7.198, 1.922, -0.795], [0.226, 1.962, -2.396], [-0.012, -3.285, 2.728], [-6.305, -6.447, -1.177], [-4.598, -6.823, -0.873], [-2.722, -0.583, 2.675], [8.446, 1.120, 0.776], [-1.803, 3.033, -0.407], [-1.406, -3.066, 3.819], [1.940, 2.649, -1.092], [-4.384, -3.162, -4.394], [-2.658, -2.736, -4.208], [-3.552, -4.977, -2.527], [3.460, 1.712, 1.214], [1.795, -2.153, -1.804], [-1.370, 1.911, -3.209], [-0.958, -1.021, 2.591], [-1.659, -3.289, 2.058], [3.503, 1.484, -2.821], [-0.295, 0.479, -3.224], [-3.356, -3.493, -4.577], [1.764, 3.964, 0.107], [5.820, -0.515, -0.679], [-3.061, -0.669, 3.719], [-5.303, -6.019, -1.101], [7.598, 0.936, 0.115], [2.332, -1.269, 0.603], [6.126, 1.694, -1.655], [2.161, -0.427, 2.654], [-3.859, -3.514, -0.758], [-0.015, -2.184, -0.755], [1.431, -4.428, -2.791], [3.100, -0.561, 0.266]], "lumo_energy_ev": [-8.6, -12.2], "largest_force_ev_per_a": 2.4, "homo_energy_ev": [-15.65, -15.65], "total_charge": 3, "spin_multiplicity": 2, "orbital_gap_ev": [7.01, 3.48], "relative_energy_kcal_mol": 0.0, "s_squared": 0.769}

Record 2
{"formula": "C2F6KNO4S2", "method": "the ωB97M-V functional and the def2-TZVPD basis", "species": ["F", "K", "C", "O", "F", "F", "S", "F", "F", "O", "N", "F", "O", "C", "S", "O"], "xyz": [[-2.326, -0.305, 2.622], [1.385, -1.591, 2.760], [1.312, -0.786, -2.029], [-1.430, 0.968, -0.841], [2.287, -0.645, -2.893], [1.402, -2.006, -1.432], [-1.108, -0.049, 0.199], [-0.990, 1.418, 2.422], [-2.810, 1.581, 1.538], [2.931, 0.639, -0.432], [0.415, -0.204, 0.638], [0.121, -0.620, -2.647], [0.961, 1.775, -1.188], [-1.867, 0.714, 1.796], [1.471, 0.491, -0.669], [-1.754, -1.380, 0.157]], "lumo_energy_ev": [-4.4, -9.4], "largest_force_ev_per_a": 6.7, "homo_energy_ev": [-15.43, -15.26], "total_charge": 1, "spin_multiplicity": 2, "orbital_gap_ev": [11.08, 5.85], "relative_energy_kcal_mol": 18.4, "s_squared": 0.764}

Record 3
{"formula": "C5H15N2P2Si", "method": "the ωB97M-V functional and the def2-TZVPD basis", "species": ["H", "H", "H", "Si", "C", "H", "H", "H", "C", "N", "H", "P", "N", "H", "C", "H", "H", "P", "H", "C", "H", "H", "H", "C", "H"], "xyz": [[1.392, -2.303, -0.164], [-0.589, 1.718, -2.310], [0.172, 0.329, -3.237], [-0.096, -0.216, -0.889], [0.106, 1.001, 0.759], [2.122, -0.860, -0.436], [1.150, 2.717, -0.205], [0.915, -1.527, 3.292], [-1.972, -0.623, -0.869], [0.749, -1.373, 2.338], [1.180, 1.476, -2.393], [0.810, 0.304, 2.218], [-0.014, 0.888, 3.520], [-0.988, 0.987, 3.437], [1.347, -1.414, -0.803], [-2.047, -1.329, -1.659], [1.418, -1.815, 1.685], [2.440, 1.661, 1.640], [0.146, 1.507, 4.243], [0.207, 0.923, -2.366], [1.684, -1.847, -1.724], [-2.310, -1.098, 0.016], [-0.910, 1.412, 0.812], [1.206, 1.973, 0.587], [-2.547, 0.188, -1.152]], "lumo_energy_ev": -4.0, "largest_force_ev_per_a": 3.2, "homo_energy_ev": -13.11, "total_charge": 1, "orbital_gap_ev": 9.12, "relative_energy_kcal_mol": 0.0}

Record 4
{"formula": "C2H4N4S", "method": "the ωB97M-V functional and the def2-TZVPD basis", "species": ["H", "N", "H", "C", "S", "N", "H", "N", "C", "N", "H"], "xyz": [[-2.898, 1.814, -0.067], [0.295, -0.935, 0.155], [1.478, 1.166, -0.172], [-0.433, 0.052, -0.070], [2.700, 0.777, 0.166], [-2.539, 0.946, 0.262], [1.496, -2.524, -0.299], [2.619, -0.859, 0.065], [1.500, -1.514, -0.037], [-1.190, 0.994, -0.124], [-3.027, 0.083, 0.120]], "lumo_energy_ev": 0.3, "largest_force_ev_per_a": 3.5, "homo_energy_ev": -8.09, "smiles": "NN=C=N/C=N\\S", "orbital_gap_ev": 8.42, "relative_energy_kcal_mol": 83.6}

Record 5
{"formula": "C3H10NO", "method": "the ωB97M-V functional and the def2-TZVPD basis", "species": ["O", "H", "H", "C", "H", "H", "H", "H", "C", "H", "N", "H", "H", "H", "C"], "xyz": [[-0.096, -0.953, -1.984], [1.458, 0.204, 2.601], [0.767, -0.495, -1.786], [-0.436, 0.758, 0.645], [-0.408, 1.638, 1.316], [-2.371, 1.486, -0.002], [2.266, -0.489, 1.360], [0.034, -1.210, 0.409], [-1.614, 0.747, -0.296], [-0.027, -1.653, -2.655], [1.391, -0.484, 1.865], [1.919, 0.033, -0.870], [-2.000, -0.283, -0.257], [-1.240, 1.040, -1.312], [0.359, -0.339, 0.966]], "lumo_energy_ev": -8.8, "largest_force_ev_per_a": 2.7, "homo_energy_ev": -14.47, "total_charge": 1, "orbital_gap_ev": 5.69, "relative_energy_kcal_mol": 158.8}

Record 6
{"formula": "C4H7NO2", "method": "the ωB97M-V functional and the def2-TZVPD basis", "species": ["H", "C", "O", "N", "C", "H", "C", "H", "H", "H", "H", "O", "H", "C"], "xyz": [[-1.176, -2.044, 1.403], [0.382, 0.816, 0.422], [-0.480, -2.345, -0.472], [-0.820, 0.256, -1.140], [-0.837, -0.108, 0.324], [1.070, 1.418, -1.594], [0.659, 0.568, -1.030], [-0.873, -0.599, -1.708], [-1.539, 0.177, 1.153], [-0.095, 1.808, 0.484], [1.306, -0.313, -1.168], [1.319, 0.593, 1.421], [1.850, 1.396, 1.451], [-0.767, -1.622, 0.454]], "lumo_energy_ev": 0.5, "largest_force_ev_per_a": 1.7, "homo_energy_ev": -9.62, "smiles": "O=C[C@@H]1NC[C@@H]1O", "orbital_gap_ev": 10.13, "relative_energy_kcal_mol": 66.6}